Density functional theory data (ωB97M-V with the def2-TZVPD basis set) for a 2-piece molecular cluster, C5H12N2O2 overall.

As for the HOMO energy: -9.2 eV. Its structure (SMILES) is N/C=N/CCCC=O.O.

```
! RIJCOSX wB97M-V def2-TZVPD def2/J DEFGRID3
* xyz 0 1
O -0.625 0.640 2.265
O 0.598 2.314 -1.780
N 0.644 -0.427 -0.777
N 2.462 0.690 0.056
C -1.879 -0.849 0.892
C 1.632 -0.393 0.025
C -0.180 -1.612 -0.833
C -1.638 -1.238 -0.569
C -1.246 0.472 1.245
H 1.922 -1.206 0.690
H 0.356 1.378 -1.589
H 2.147 1.513 -0.428
H -2.959 -0.795 1.075
H 0.776 2.395 -2.736
H -1.933 -0.412 -1.222
H -2.272 -2.076 -0.863
H -1.385 1.306 0.539
H 0.131 -2.401 -0.134
H 2.951 0.866 0.924
H -0.093 -2.045 -1.833
H -1.518 -1.617 1.577
*
```

---

Density functional theory data (ωB97M-V with the def2-TZVPD basis set) for the molecule C5H12N2O2.

As for the HOMO energy: -8.9 eV. Its structure (SMILES) is CC(C)(CO)/N=C/NO.

```
! RIJCOSX wB97M-V def2-TZVPD def2/J DEFGRID3
* xyz 0 1
O 2.874 0.819 -0.420
O -1.288 1.930 0.131
N 2.572 -0.258 0.342
N 0.272 0.036 0.058
C -1.809 0.817 -0.607
C -1.074 -1.575 -1.090
C -1.103 -0.438 -0.017
C -1.701 -0.622 1.258
C 1.381 -0.662 0.394
H -0.407 1.538 0.729
H -3.021 1.061 -0.581
H -1.499 1.100 -1.631
H 3.461 -0.903 0.342
H -2.832 -0.748 1.455
H -1.395 -1.521 1.976
H 1.853 1.014 -0.592
H 1.361 -1.725 0.849
H -0.278 -2.403 -0.946
H -1.231 0.227 1.810
H -0.657 -1.181 -2.182
H -2.115 -2.009 -1.350
*
```

---

Density functional theory data (ωB97M-V with the def2-TZVPD basis set) for the molecule C5H12N2O2.

As for the HOMO energy: -8.6 eV. Its structure (SMILES) is CC(=O)N(N)C(C)(C)O.

```
! RIJCOSX wB97M-V def2-TZVPD def2/J DEFGRID3
* xyz 0 1
O 2.766 -0.091 -0.205
O -1.000 0.049 1.354
N 0.399 0.661 -0.346
N 0.671 0.764 -1.710
C -0.720 -0.080 0.009
C -0.796 -1.522 -0.448
C 1.831 -0.100 1.984
C -1.989 0.889 -0.921
C 1.780 0.047 0.484
H -1.712 0.678 1.518
H -0.013 -1.826 -1.139
H -2.919 0.410 -0.630
H 2.866 -0.217 2.308
H -0.738 -2.212 0.391
H -1.789 0.765 -1.978
H 1.250 -0.964 2.300
H 1.028 1.697 -1.895
H 1.390 0.784 2.442
H -1.943 1.922 -0.596
H -1.737 -1.727 -0.956
H 1.377 0.073 -1.967
*
```

---

Which largest force on an atom belongs to each record? In order, 0.86 8.56 5.98 eV Å⁻¹.
Which energy relative to the best compared isomer or geometry (same formula, charge and spin) belongs to each record? In order, 116.86 669.77 347.32 kJ/mol.